Molecular formula: C11H18ClIN2O2PY
Method: DFT, ωB97M-V/def2-TZVPD

Atoms and positions in Å:
C: -0.499 -3.344 -2.285
I: 2.458 -2.691 -1.865
H: -1.582 -3.147 -2.134
H: -0.275 -4.338 -1.882
H: -0.293 -3.337 -3.359
Y: -0.028 -1.517 -0.960
P: 0.013 0.718 -2.647
C: 1.425 1.384 -3.574
C: -1.209 0.402 -3.979
H: -1.549 2.025 -1.310
H: -0.956 2.934 -2.738
H: 0.086 2.751 -1.293
C: -0.668 2.260 -1.920
H: -2.176 0.108 -3.550
H: -1.319 1.336 -4.545
H: 1.061 1.992 -4.411
H: 2.021 0.549 -3.960
H: -0.849 -0.398 -4.640
H: 2.051 1.997 -2.914
C: 2.144 -0.035 -0.977
O: 3.123 0.571 -0.854
Cl: -2.480 -0.881 -0.757
N: -0.466 -0.082 6.320
C: 0.127 0.723 5.381
O: 0.663 1.782 5.687
C: 0.049 0.276 3.959
C: -0.731 -0.803 3.518
C: -0.670 -1.183 2.177
N: 0.123 -0.536 1.280
C: 0.757 0.596 1.671
C: 0.767 1.006 3.000
H: -0.299 0.171 7.280
H: -0.729 -1.034 6.123
H: -1.397 -1.340 4.192
H: -1.292 -1.995 1.785
H: 1.258 1.190 0.903
H: 1.341 1.888 3.275

## Properties
LUMO ... -12.12 eV
DFT total energy ... -1826.9230 Ha
Charge ... +2
Gap between HOMO and LUMO ... 0.1104 hartree

***

Molecular formula: C47H40Br2FI2N5O6SiSr
Method: DFT, ωB97M-V/def2-TZVPD

Atoms and positions in Å:
Sr: 0.248 0.206 -0.166
Br: -1.186 3.006 4.214
C: -0.152 3.616 2.730
C: 0.085 4.990 2.625
C: 0.821 5.499 1.605
Br: 1.131 7.382 1.529
C: 1.358 4.632 0.615
C: 2.152 5.077 -0.465
C: 2.632 4.193 -1.378
C: 2.302 2.831 -1.241
N: 1.583 2.387 -0.243
C: 1.106 3.249 0.710
C: 0.320 2.660 1.831
O: 0.122 1.416 1.916
H: -0.329 5.647 3.379
H: 2.370 6.134 -0.547
H: 3.242 4.513 -2.213
H: 2.652 2.099 -1.962
C: -6.951 2.128 1.997
C: -6.199 1.415 3.112
C: -7.073 0.328 3.717
C: -6.307 -0.500 4.729
C: -5.127 -1.131 4.053
C: -4.640 -2.365 4.414
C: -3.517 -2.884 3.774
F: -3.078 -4.105 4.168
C: -2.860 -2.208 2.791
C: -3.351 -0.956 2.397
C: -2.631 -0.225 1.334
O: -1.748 -0.825 0.708
C: -3.038 1.143 1.125
C: -4.162 1.552 1.768
N: -4.931 0.830 2.618
C: -4.481 -0.426 3.017
C: -2.362 2.224 0.241
O: -2.766 3.376 0.426
O: -1.488 1.799 -0.554
H: -7.937 2.416 2.367
H: -7.077 1.461 1.143
H: -6.452 3.029 1.648
H: -5.945 2.134 3.901
H: -7.435 -0.320 2.911
H: -7.945 0.809 4.165
H: -6.938 -1.266 5.182
H: -5.962 0.149 5.542
H: -5.113 -2.937 5.203
H: -1.983 -2.608 2.303
H: -4.456 2.577 1.587
C: 5.299 -0.756 1.925
Si: 3.497 -0.532 2.469
C: 3.347 -0.997 4.291
C: 3.256 1.310 2.439
N: 2.386 -1.347 1.447
C: 2.479 -2.686 1.301
C: 3.344 -3.567 2.036
C: 3.492 -4.919 1.787
C: 2.775 -5.546 0.777
C: 1.871 -4.762 0.068
C: 1.698 -3.426 0.359
O: 0.751 -2.692 -0.370
C: -0.462 -3.295 -0.637
C: -1.049 -2.994 -1.854
C: -2.323 -3.483 -2.124
C: -2.992 -4.269 -1.199
C: -2.377 -4.571 0.013
C: -1.112 -4.087 0.302
H: 5.959 -0.246 2.637
H: 5.448 -0.285 0.949
H: 5.620 -1.793 1.841
H: 3.991 -0.338 4.884
H: 3.610 -2.029 4.524
H: 2.316 -0.841 4.619
H: 4.034 1.754 3.071
H: 2.281 1.592 2.832
H: 3.353 1.727 1.436
H: 3.926 -3.151 2.844
H: 4.185 -5.488 2.400
H: 2.889 -6.599 0.553
H: 1.260 -5.196 -0.715
H: -0.536 -2.346 -2.549
H: -2.791 -3.223 -3.066
H: -3.989 -4.633 -1.413
H: -2.895 -5.172 0.751
H: -0.623 -4.308 1.241
I: -1.706 0.785 -5.361
C: 0.216 0.196 -4.886
C: 1.144 0.002 -5.922
C: 2.420 -0.424 -5.682
I: 3.704 -0.697 -7.287
C: 2.839 -0.666 -4.337
C: 4.134 -1.105 -3.971
C: 4.445 -1.288 -2.658
C: 3.472 -1.005 -1.681
N: 2.267 -0.592 -1.982
C: 1.920 -0.451 -3.295
C: 0.512 -0.058 -3.537
O: -0.293 0.033 -2.578
H: 0.830 0.193 -6.940
H: 4.866 -1.297 -4.746
H: 5.423 -1.637 -2.354
H: 3.672 -1.117 -0.619
N: -3.947 -0.325 -1.881
H: -3.531 -1.195 -1.557
H: -3.658 0.353 -1.180
H: -3.381 -0.074 -2.689

## Properties
LUMO ... 3.32 eV
DFT total energy ... -8704.1366 Ha
Charge ... -2
Gap between HOMO and LUMO ... 0.1941 hartree